No. 1
53
Properties=species:S:1:pos:R:3 method="wB97M-V/def2-TZVPD" homo_lumo_gap_ev="6.434 / 6.433" e_lumo_ev="2.02 / 2.02" total_charge=-1
Rh 0.427 -0.116 -1.166
C 2.763 1.593 0.776
Si 1.471 1.817 -0.563
C 2.316 2.432 -2.131
C 0.236 3.113 0.048
C 0.573 4.436 0.350
C -0.380 5.323 0.824
C -1.690 4.894 1.007
C -2.035 3.584 0.710
C -1.085 2.679 0.226
Si -1.466 0.872 -0.235
C -2.968 0.977 -1.402
C -2.068 0.024 1.341
H 3.239 2.552 1.004
H 3.540 0.893 0.463
H 2.302 1.210 1.687
H 2.643 3.469 -2.003
H 1.647 2.403 -2.995
H 3.180 1.803 -2.350
H 1.595 4.780 0.218
H -0.108 6.346 1.054
H -2.439 5.585 1.379
H -3.063 3.264 0.856
H -3.670 1.744 -1.061
H -3.504 0.026 -1.441
H -2.670 1.229 -2.422
H -2.901 0.573 1.793
H -1.253 -0.037 2.064
H -2.405 -0.995 1.136
Br 4.092 -4.011 3.272
C 3.600 -3.050 1.714
C 4.370 -3.090 0.575
Br 5.970 -4.107 0.532
C 3.964 -2.381 -0.573
Br 4.980 -2.398 -2.173
C 2.793 -1.628 -0.611
O 2.386 -0.970 -1.662
C 2.017 -1.578 0.592
O 0.894 -0.863 0.601
C 2.418 -2.282 1.708
Br 1.279 -2.175 3.221
Br -4.349 -2.557 -3.108
C -3.310 -2.924 -1.576
C -3.940 -3.505 -0.483
C -3.218 -3.790 0.663
C -1.866 -3.499 0.732
C -1.226 -2.923 -0.352
C -1.950 -2.631 -1.507
I -0.931 -1.793 -3.060
H -4.997 -3.722 -0.538
H -3.723 -4.236 1.511
H -1.301 -3.698 1.633
H -0.179 -2.663 -0.281

No. 2
66
Properties=species:S:1:pos:R:3 method="wB97M-V/def2-TZVPD" homo_lumo_gap_ev=8.839 e_lumo_ev=-0.44 smiles="CC(C)C[C@H](C)COC1=C(c2ccccc2)C(=O)OC1=O.ClC(Cl)(Cl)Cl.ClC(Cl)(Cl)Cl.ClC(Cl)(Cl)Cl.ClC(Cl)(Cl)Cl.ClC(Cl)(Cl)Cl"
C 1.937 3.995 0.423
C 1.363 2.833 -0.465
C 0.151 3.455 -1.238
C 2.511 2.396 -1.397
C 2.322 1.027 -2.082
C 1.031 0.915 -2.911
C 2.451 -0.164 -1.072
O 1.177 -0.858 -0.968
C 0.716 -0.940 0.278
C -0.499 -0.588 0.731
C -1.604 0.018 -0.037
C -2.001 -0.420 -1.283
C -3.016 0.246 -1.926
C -3.645 1.327 -1.365
C -3.268 1.749 -0.104
C -2.253 1.093 0.548
C -0.587 -0.915 2.210
O -1.302 -0.491 3.068
O 0.404 -1.910 2.375
C 1.419 -1.454 1.537
O 2.584 -1.432 1.816
H 1.657 4.975 0.023
H 3.029 3.964 0.505
H 1.530 3.968 1.442
H 1.033 2.063 0.242
H 0.369 3.514 -2.309
H -0.686 2.752 -1.148
H -0.164 4.412 -0.822
H 3.411 2.301 -0.772
H 2.687 3.181 -2.141
H 3.140 0.924 -2.810
H 0.981 1.667 -3.707
H 0.934 -0.067 -3.385
H 0.152 1.068 -2.280
H 2.841 0.158 -0.106
H 3.133 -0.873 -1.552
H -1.519 -1.270 -1.756
H -3.328 -0.059 -2.924
H -4.428 1.870 -1.884
H -3.741 2.587 0.399
H -1.947 1.412 1.539
Cl -2.155 -0.843 6.220
C -2.448 -2.546 5.849
Cl -4.155 -2.775 5.445
Cl -1.448 -3.040 4.479
Cl -2.039 -3.532 7.261
Cl 5.183 -1.531 5.032
C 4.838 -3.222 4.646
Cl 3.135 -3.392 4.219
Cl 5.843 -3.731 3.281
Cl 5.197 -4.233 6.052
Cl -4.972 0.261 -7.461
C -3.870 -0.831 -6.621
Cl -2.270 -0.745 -7.366
Cl -3.751 -0.344 -4.917
Cl -4.480 -2.486 -6.718
Cl 4.935 -6.097 9.065
C 3.557 -7.170 8.776
Cl 4.042 -8.843 9.076
Cl 2.235 -6.735 9.866
Cl 3.018 -7.003 7.102
Cl -3.709 5.828 -7.411
C -3.991 4.119 -7.764
Cl -5.684 3.882 -8.219
Cl -2.947 3.611 -9.098
Cl -3.627 3.150 -6.333

No. 3
59
Properties=species:S:1:pos:R:3 method="wB97M-V/def2-TZVPD" homo_lumo_gap_ev="7.519 / 5.645" e_lumo_ev="-6.32 / -8.50" spin_multiplicity=5 s2=6.04 total_charge=+2
Os 0.353 0.645 0.235
Cl 5.125 -0.299 -0.407
C 3.939 -1.466 -0.733
C 4.273 -2.669 -1.330
C 3.307 -3.619 -1.610
Cl 3.768 -5.083 -2.330
C 1.922 -3.379 -1.308
C 0.886 -4.289 -1.572
C -0.410 -3.941 -1.274
C -0.660 -2.688 -0.708
N 0.301 -1.827 -0.435
C 1.570 -2.151 -0.727
C 2.585 -1.167 -0.384
O 2.274 -0.098 0.219
H 5.308 -2.862 -1.578
H 1.117 -5.252 -2.006
H -1.231 -4.613 -1.476
H -1.672 -2.379 -0.474
C -1.359 3.529 3.427
C -0.698 3.282 2.102
O 0.222 2.460 1.975
N -1.156 3.995 1.065
C -0.648 3.803 -0.279
C -1.329 2.657 -0.995
C -1.816 2.809 -2.237
C -2.221 1.594 -2.975
C -2.839 0.614 -2.057
C -2.360 0.547 -0.808
N -1.418 1.442 -0.321
H -0.842 2.971 4.202
H -2.400 3.201 3.379
H -1.350 4.588 3.683
H -1.932 4.624 1.193
H 0.427 3.614 -0.217
H -0.787 4.717 -0.849
H -1.797 3.766 -2.738
H -2.785 1.787 -3.879
H -3.587 -0.075 -2.421
H -2.687 -0.215 -0.110
F 1.122 -0.197 -5.342
C 1.347 -0.140 -4.057
F 2.646 -0.038 -3.818
F 0.870 -1.242 -3.454
S 0.504 1.305 -3.241
O -0.927 0.877 -3.562
O 0.900 2.551 -3.773
O 0.849 1.066 -1.837
C -1.695 -1.736 4.856
N -0.784 -1.127 3.897
C 0.569 -0.975 4.079
C 1.051 -0.397 2.950
N -0.004 -0.200 2.082
C -1.093 -0.656 2.688
H -1.731 -1.147 5.770
H -1.355 -2.740 5.099
H -2.692 -1.794 4.428
H 1.070 -1.275 4.983
H 2.056 -0.091 2.717
H -2.095 -0.615 2.293

No. 4
55
Properties=species:S:1:pos:R:3 method="wB97M-V/def2-TZVPD" homo_lumo_gap_ev="8.087 / 5.038" e_lumo_ev="-2.59 / -5.54" spin_multiplicity=5 s2=6.06 total_charge=+1
Pd 0.106 -0.415 0.253
C 0.081 -4.353 -1.696
C 0.026 -2.849 -1.627
O -0.268 -2.409 -0.496
C 0.261 -2.050 -2.806
C 0.405 -2.739 -4.041
C 0.568 -2.091 -5.230
C 0.601 -0.688 -5.227
C 0.486 0.014 -4.059
C 0.328 -0.630 -2.810
O 0.268 0.146 -1.761
H -0.024 -4.753 -0.692
H 1.024 -4.685 -2.127
H -0.736 -4.732 -2.313
H 0.368 -3.818 -4.047
H 0.676 -2.647 -6.150
H 0.723 -0.151 -6.160
H 0.543 1.096 -4.047
O -0.767 1.411 1.217
C -0.612 1.891 2.360
C -0.979 3.279 2.566
C -0.831 3.880 3.769
C -0.311 3.142 4.861
C 0.038 1.811 4.719
C -0.095 1.141 3.510
C 0.254 -0.258 3.402
N 0.090 -1.046 2.349
C 0.556 -2.284 2.681
C 0.999 -2.263 3.972
N 0.799 -0.988 4.412
H -1.363 3.807 1.704
H -1.105 4.917 3.903
H -0.187 3.624 5.821
H 0.413 1.291 5.590
H 0.554 -3.094 1.973
H 1.427 -3.029 4.592
H 1.047 -0.647 5.324
S -2.440 -0.608 -0.440
C -2.738 0.916 -1.128
N -1.850 1.651 -1.735
C -2.329 2.869 -2.382
C -3.666 3.199 -1.726
S -4.337 1.605 -1.145
H -0.908 1.238 -1.914
H -2.446 2.684 -3.453
H -1.605 3.670 -2.245
H -4.370 3.651 -2.420
H -3.545 3.846 -0.860
Cl 5.107 -1.465 -0.114
C 4.145 -0.456 0.949
Cl 4.190 -1.051 2.636
C 2.686 -0.396 0.529
O 2.027 0.611 0.897
O 2.150 -1.335 -0.101
H 4.566 0.543 0.962

No. 5
50
Properties=species:S:1:pos:R:3 method="wB97M-V/def2-TZVPD" homo_lumo_gap_ev=8.586 e_lumo_ev=0.03 smiles="C/C(=N/NS(=O)(=O)c1ccc(C)cc1)c1cccc(NC(=O)c2cccc(Cl)c2)c1"
C -2.903 -0.122 -4.697
C -1.598 -0.076 -3.957
N -0.747 -0.955 -4.286
N 0.488 -1.097 -3.762
S 1.569 0.090 -3.193
O 1.104 1.413 -3.491
O 2.831 -0.326 -3.740
C 1.696 -0.161 -1.429
C 1.900 0.927 -0.607
C 2.184 0.718 0.733
C 2.271 -0.570 1.248
C 2.625 -0.811 2.683
C 2.046 -1.650 0.399
C 1.768 -1.451 -0.939
C -1.492 0.961 -2.909
C -1.676 2.306 -3.212
C -1.629 3.251 -2.204
C -1.434 2.863 -0.893
C -1.270 1.516 -0.579
N -1.094 1.185 0.770
C -0.906 -0.037 1.335
O -0.913 -1.090 0.731
C -0.705 0.004 2.819
C -0.164 1.091 3.501
C 0.020 1.027 4.872
C -0.329 -0.110 5.579
C -0.856 -1.196 4.895
Cl -1.281 -2.627 5.764
C -1.039 -1.147 3.525
C -1.287 0.567 -1.593
H -3.047 0.797 -5.262
H -2.907 -0.967 -5.378
H -3.727 -0.215 -3.991
H 1.021 -1.764 -4.306
H 1.836 1.918 -1.030
H 2.358 1.565 1.381
H 2.645 0.118 3.247
H 3.608 -1.276 2.747
H 1.906 -1.485 3.144
H 2.096 -2.653 0.795
H 1.604 -2.282 -1.606
H -1.820 2.614 -4.235
H -1.750 4.298 -2.440
H -1.410 3.604 -0.105
H -1.129 1.978 1.394
H 0.148 1.980 2.974
H 0.443 1.869 5.397
H -0.189 -0.160 6.647
H -1.436 -1.991 2.983
H -1.168 -0.477 -1.354